A structure of composition C9H29AgN7O6, computed with ωB97M-V/def2-TZVPD.

Summary:
- Charge: -1
- Frontier orbital gap: 5.665 eV
- E_HOMO: -2.977 eV

Cartesian coordinates (Å):
Ag  -0.17723  0.55653  -0.82050
C  1.67442  2.57586  -2.10502
O  1.87441  1.66119  -1.11751
H  2.56635  3.23741  -2.19037
H  1.55485  2.21138  -3.16418
H  0.76080  3.20132  -1.98558
C  -1.29298  2.57949  1.98084
O  -0.56654  1.74447  1.19785
H  -0.90918  2.76415  2.99948
H  -1.42408  3.60042  1.52380
H  -2.37617  2.29829  2.07383
C  1.50696  -1.27845  1.26303
C  0.91315  -1.54911  2.64675
C  1.79323  -1.12828  3.80336
O  3.09949  -1.68272  3.69469
C  3.85368  -1.46376  4.84475
N  -0.39651  -0.92265  2.83218
H  2.15961  -2.09291  0.93128
H  2.05548  -0.33860  1.19526
H  0.69364  -1.27139  0.53746
H  0.90366  -2.64318  2.75038
H  1.34054  -1.54666  4.71109
H  1.90619  -0.04213  3.90967
H  4.73402  -2.10839  4.83286
H  3.30351  -1.60604  5.78310
H  4.24173  -0.43079  4.84785
H  -1.04872  -1.38497  2.21204
H  -0.31531  0.03170  2.46028
C  -2.59609  2.08943  -1.95698
O  -2.02692  1.04487  -2.24491
N  -3.31627  2.79945  -2.89973
N  -2.39866  2.68904  -0.76058
H  -3.42619  2.38672  -3.80664
H  -4.02017  3.45234  -2.60648
H  -2.97429  3.43912  -0.43269
H  -1.68357  2.23511  -0.16479
C  1.07988  -0.94914  -3.40312
O  0.92101  -1.50079  -2.31844
N  0.17478  -0.09452  -3.94496
N  2.29320  -1.00835  -4.02478
H  -0.69883  -0.01279  -3.44361
H  0.32227  0.41297  -4.79415
H  3.06904  -1.37610  -3.50697
H  2.49638  -0.73257  -4.96612
C  -2.26228  -2.11172  -0.49851
O  -1.77864  -1.10595  -0.00887
N  -3.59708  -2.42333  -0.45423
N  -1.49934  -2.92967  -1.29097
H  -4.16534  -1.74266  0.01562
H  -3.98374  -3.03169  -1.14903
H  -1.83692  -3.81535  -1.61648
H  -0.52121  -2.68662  -1.37125

Mulliken population analysis, charges in e, atoms 1 to 4: atom 1 (Ag): 1.358, atom 2 (C): -0.725, atom 3 (O): -0.760, atom 4 (H): 0.278


A cluster of 8 separate species, C9H29Br8N3O3 in total, computed with ωB97M-V/def2-TZVPD.

Summary:
- ΔE to the lowest compared entry with this formula, charge and spin: 503.4 kJ/mol
- Charge: +2
- Frontier orbital gap: 5.033 eV
- E_HOMO: -11.545 eV

Cartesian coordinates (Å):
N  9.33112  16.51975  14.08694
H  9.61809  16.72432  15.03346
H  9.78266  17.17007  13.45980
H  8.33424  16.67943  14.05821
H  9.53549  15.57283  13.80113
N  14.73659  18.13773  14.58993
H  15.18417  19.04290  14.56900
H  14.36293  17.86092  13.69336
H  14.01955  18.10950  15.30069
H  15.54564  17.59728  14.86097
N  10.33770  22.52567  10.87724
H  9.40531  22.26222  10.59207
H  10.36624  22.39892  11.87885
H  10.61562  23.46300  10.62369
H  11.07089  21.92087  10.53555
O  10.42184  21.71456  17.23107
C  10.75775  20.92545  16.26022
O  10.99236  19.71157  16.42432
O  10.77346  21.32390  15.10253
H  10.15242  21.14048  17.95180
Br  14.70083  26.91334  15.38504
C  16.00909  25.40615  15.77949
C  15.38279  23.99624  15.59463
Br  16.63086  22.61856  16.30716
H  16.36148  25.56967  16.79792
H  16.75758  25.50833  14.99372
H  15.19374  23.84659  14.53163
H  14.42061  23.95341  16.10502
Br  14.80105  18.08931  20.11605
C  13.50118  18.54497  21.47774
C  13.87499  19.80936  22.17133
Br  15.51101  19.57876  23.33751
H  13.47535  17.61199  22.04074
H  12.53908  18.60101  20.96853
H  13.01899  20.03855  22.80603
H  13.94223  20.62233  21.44837
Br  6.51817  18.92295  19.50917
C  4.93499  19.41254  18.36411
C  5.38819  20.06171  17.06852
Br  3.95926  19.90115  15.59770
H  4.29005  20.07301  18.94370
H  4.38609  18.49118  18.16940
H  6.21558  19.47179  16.67418
H  5.78611  21.07646  17.07480
Br  7.19616  25.28473  14.68737
C  8.02387  27.01423  15.03186
C  8.76182  26.96375  16.34029
Br  9.30931  28.74369  16.89663
H  7.18557  27.70579  14.94750
H  8.57242  27.15878  14.10111
H  9.66249  26.36224  16.21746
H  8.16609  26.51510  17.13522

Mulliken population analysis, charges in e, atoms 1 to 4: atom 1 (N): -0.500, atom 2 (H): 0.365, atom 3 (H): 0.358, atom 4 (H): 0.376


A structure of composition C9H31AgN11O6, computed with ωB97M-V/def2-TZVPD.

Summary:
- ΔE to the lowest compared entry with this formula, charge and spin: 0.0 kJ/mol
- Charge: +1
- Frontier orbital gap: 8.889 eV
- E_HOMO: -10.769 eV

Cartesian coordinates (Å):
Ag  -1.25221  0.50623  -7.11108
C  -0.04500  4.44789  -5.01395
C  -0.53754  3.00336  -5.10523
C  -1.41496  2.70661  -3.89110
O  -2.50319  3.58262  -3.90223
C  -3.57226  3.16752  -3.08587
N  -1.31521  2.77654  -6.33997
H  0.77439  4.73046  -5.67840
H  0.31048  4.68966  -4.00752
H  -0.86224  5.14066  -5.22115
H  0.31327  2.32074  -5.08456
H  -0.79611  2.80819  -2.98718
H  -1.74600  1.65663  -3.90541
H  -4.38005  3.89157  -3.13837
H  -3.19978  3.03431  -2.06462
H  -4.01424  2.21516  -3.41340
H  -2.28217  2.89966  -6.05202
H  -1.11295  3.47040  -7.04714
C  0.43211  1.66902  -9.99744
O  -0.26491  2.04953  -9.06243
N  1.35933  2.51067  -10.55249
N  0.38355  0.42244  -10.55004
H  1.89351  2.23409  -11.35495
H  1.51428  3.40897  -10.13832
H  0.82853  0.30138  -11.44207
H  -0.40799  -0.14778  -10.29652
C  -4.42744  -0.30817  -5.69752
O  -3.21033  -0.19593  -5.83980
N  -4.99074  -0.16268  -4.45829
N  -5.27733  -0.60648  -6.71426
H  -4.40072  0.21143  -3.73716
H  -5.98754  -0.11508  -4.35124
H  -4.82184  -0.71109  -7.60129
H  -6.27141  -0.67284  -6.61354
C  1.18070  -0.47364  -4.54175
O  0.40852  -0.20689  -5.44284
N  1.12629  0.06548  -3.28350
N  2.22274  -1.34053  -4.76745
H  0.55037  0.86107  -3.08829
H  1.45655  -0.47073  -2.50127
H  2.98621  -1.45336  -4.12751
H  2.34122  -1.49971  -5.75303
C  -1.90521  -3.26148  -6.87763
O  -1.02510  -2.41387  -6.92586
N  -2.95276  -3.33384  -7.76266
N  -1.85907  -4.29034  -5.96545
H  -3.76340  -3.87029  -7.50952
H  -3.05603  -2.54591  -8.37036
H  -2.39531  -5.11399  -6.16778
H  -1.04012  -4.33582  -5.38911
C  -3.28202  -0.58066  -9.93162
O  -2.24353  -0.31589  -9.33564
N  -4.40687  0.22227  -9.84223
N  -3.40884  -1.67835  -10.72772
H  -4.18114  1.08366  -9.36809
H  -4.96729  0.26147  -10.67799
H  -4.24297  -1.80456  -11.27459
H  -2.62661  -2.27608  -10.92537

Mulliken population analysis, charges in e, atoms 1 to 4: atom 1 (Ag): 0.988, atom 2 (C): -1.590, atom 3 (C): 0.836, atom 4 (C): -1.083